Record 1
126
Properties=species:S:1:pos:R:3 method="wB97M-V/def2-TZVPD" e_lumo_ev=-1.6600 largest_force_ev_per_a=10.66 charge=+1 orbital_gap_ev=9.362 de_lowest_kj_mol=395.7 e_homo_ev=-11.02
C -3.889 -0.656 0.810
C -2.499 -0.012 0.841
C -1.522 -0.665 -0.266
N -0.223 0.012 -0.400
C 0.451 0.018 0.974
C -0.212 1.396 -0.918
C 1.150 1.610 -1.546
C 1.600 0.224 -1.984
C 0.490 -0.776 -1.394
H -3.760 -1.775 0.800
H -4.646 -0.184 0.298
H -4.333 -0.812 1.703
H -1.855 0.031 1.809
H -2.648 1.081 0.517
H -2.040 -0.808 -1.103
H -1.425 -1.636 -0.073
H 0.175 0.871 1.532
H 1.510 -0.076 0.787
H 0.330 -0.794 1.463
H -0.537 2.188 -0.175
H -1.050 1.483 -1.761
H 1.789 1.893 -0.772
H 1.138 2.300 -2.312
H 2.663 0.026 -1.378
H 1.675 -0.042 -3.024
H 1.025 -1.638 -1.163
H -0.072 -0.907 -2.301
C -2.713 0.955 4.626
C -1.244 0.618 4.464
N 0.009 0.505 4.352
H -3.444 1.296 3.717
H -3.248 -0.043 4.831
H -3.037 1.783 5.396
C 3.058 3.097 3.455
C 3.451 2.581 2.073
N 3.815 2.231 1.056
H 3.717 2.640 4.360
H 3.307 4.178 3.402
H 1.845 2.718 3.730
C -0.336 4.166 -5.165
C -0.311 2.773 -4.940
N -0.313 1.611 -4.727
H -0.069 4.181 -6.171
H -1.200 4.386 -4.807
H 0.492 4.822 -4.566
C -3.611 -4.352 5.628
C -3.910 -3.291 4.529
N -4.153 -2.515 3.745
H -4.475 -4.828 5.787
H -2.690 -4.906 5.377
H -3.222 -3.843 6.423
C 0.766 5.946 0.930
C 0.300 4.704 1.599
N -0.138 3.686 2.045
H 1.817 5.415 0.407
H 0.065 6.024 0.298
H 1.112 6.846 1.480
C 4.976 4.878 -0.650
C 3.699 4.654 -1.502
N 2.779 4.344 -2.151
H 4.837 4.807 0.476
H 5.739 4.217 -1.120
H 5.292 5.716 -0.920
C -3.471 6.006 0.405
C -2.612 5.032 -0.448
N -1.898 4.492 -1.251
H -4.308 6.534 -0.322
H -3.955 5.630 1.317
H -2.692 6.728 0.751
C 4.086 -4.780 2.166
C 3.278 -3.686 1.560
N 2.641 -2.885 1.031
H 4.967 -4.529 2.601
H 3.502 -5.274 2.969
H 4.266 -5.449 1.337
C -3.866 -3.666 -2.835
C -3.400 -4.960 -2.948
N -3.187 -6.083 -3.003
H -3.207 -2.869 -2.398
H -4.148 -3.247 -3.749
H -4.689 -3.449 -2.332
C -2.088 -4.534 0.738
C -0.733 -4.176 0.527
O -0.607 -3.873 -0.888
H -2.811 -3.882 0.330
H -2.240 -4.486 1.828
H -2.331 -5.502 0.380
H -0.199 -5.094 0.713
H -0.272 -3.249 1.020
H -0.856 -4.550 -1.307
C -0.134 -3.193 4.295
C 0.858 -4.102 5.051
O 0.126 -5.177 5.708
H -0.605 -2.621 5.092
H -0.943 -3.849 3.825
H 0.315 -2.431 3.649
H 1.672 -3.622 5.842
H 1.646 -4.309 4.228
H 0.389 -6.006 5.368
C 4.434 1.912 -3.685
C 4.803 0.474 -3.956
O 5.849 -0.017 -3.061
H 5.545 2.518 -3.908
H 4.081 2.044 -2.381
H 3.702 2.217 -4.247
H 4.977 0.198 -5.015
H 3.986 -0.028 -3.687
H 5.718 -0.922 -2.608
C 4.043 -3.213 -4.321
C 4.358 -3.172 -2.794
O 5.695 -2.722 -2.621
H 4.307 -2.303 -4.821
H 3.052 -3.093 -4.356
H 4.615 -4.022 -4.833
H 4.200 -4.133 -2.509
H 3.697 -2.387 -2.440
H 6.284 -3.354 -2.469
C -6.331 3.837 -1.539
C -5.329 2.654 -1.712
O -5.980 1.870 -2.646
H -6.214 4.505 -2.242
H -5.870 4.168 -0.732
H -7.358 3.505 -1.522
H -5.295 2.152 -0.675
H -4.456 2.910 -2.177
H -5.306 1.204 -2.762

---

Record 2
5
Properties=species:S:1:pos:R:3 method="wB97M-V/def2-TZVPD" e_lumo_ev="-4.9889 / -2.1615" largest_force_ev_per_a=3.54 charge=0 orbital_gap_ev="7.043 / 10.836" de_lowest_kj_mol=651.1 e_homo_ev="-12.03 / -13.00"
O 0.377 1.530 -0.432
O -0.774 -0.440 0.504
F -2.348 -0.687 -0.303
F 2.644 -1.042 -0.186
S 0.437 0.370 0.366